10
Properties=species:S:1:pos:R:3:forces:R:3 method="wB97M-V/def2-TZVPD" total_energy_ev=-8303.294 e_above_lowest_kcal_mol=87.2 mol_weight_g_mol=84.07 max_force_ev_per_a=2.5 spin_multiplicity=1 smiles="C#CCOC=O" charge=0 homo_energy_ev=-9.50
C 1.764 -1.061 0.097 0.38 1.70 -0.57
C 1.220 0.033 0.058 1.75 1.11 -1.21
C 0.237 1.203 0.098 -0.45 -1.67 0.61
O -0.569 0.243 0.838 -1.94 0.80 1.38
C -1.480 -0.537 0.228 -0.87 0.42 0.03
O -2.568 -0.097 0.004 -0.11 -0.63 -0.56
H 2.587 -1.733 -0.088 -0.57 -0.01 0.24
H -0.282 1.603 -0.813 0.74 -1.05 0.31
H 0.268 2.113 0.754 1.16 -1.15 -0.35
H -1.151 -1.585 0.054 -0.10 0.48 0.10

=====

10
Properties=species:S:1:pos:R:3:forces:R:3 method="wB97M-V/def2-TZVPD" total_energy_ev=-8201.667 e_above_lowest_kcal_mol=51.2 mol_weight_g_mol=84.08 max_force_ev_per_a=3.9 spin_multiplicity=1 charge=0 homo_energy_ev=-8.46
H 2.208 -0.961 0.171 1.05 1.95 -1.02
N 2.051 -0.004 -0.327 -2.34 -2.70 1.55
C 0.759 -0.037 -0.148 0.95 1.08 -1.65
N -0.023 -0.891 0.572 -0.96 -0.31 -0.56
C -1.385 -0.442 0.545 0.58 -1.00 2.14
C -1.364 0.716 -0.081 2.10 -0.80 -1.50
O -0.116 0.834 -0.767 0.10 0.35 1.74
H 0.432 -1.589 1.127 -0.58 -0.33 0.22
H -2.165 -0.922 1.170 0.82 0.58 -0.55
H -1.808 1.640 0.056 -1.72 1.17 -0.38

=====

11
Properties=species:S:1:pos:R:3:forces:R:3 method="wB97M-V/def2-TZVPD" total_energy_ev=-6289.613 e_above_lowest_kcal_mol=53.2 mol_weight_g_mol=70.09 max_force_ev_per_a=2.3 spin_multiplicity=1 smiles=C#CCOC charge=0 homo_energy_ev=-9.97
C 2.656 -0.137 0.002 -1.60 -0.09 -0.13
C 1.455 0.082 -0.071 1.45 -0.64 0.52
C 0.015 0.465 0.026 1.23 -0.60 0.20
O -0.919 -0.634 0.030 -0.19 1.59 0.06
C -2.201 0.025 -0.008 -1.14 -0.44 -1.09
H 3.699 -0.447 0.080 -0.94 0.43 -0.16
H -0.045 1.102 0.920 -0.35 -0.35 0.12
H -0.199 1.124 -0.798 -0.17 0.24 -0.59
H -2.423 0.556 0.930 0.08 -0.37 -0.03
H -3.077 -0.704 -0.264 1.93 1.11 0.55
H -2.161 0.831 -0.800 -0.30 -0.89 0.55

=====

58
Properties=species:S:1:pos:R:3:forces:R:3 method="wB97M-V/def2-TZVPD" total_energy_ev=-54778.607 e_above_lowest_kcal_mol=9.8 mol_weight_g_mol=594.64 max_force_ev_per_a=1.2 spin_multiplicity=2 charge=+2 homo_energy_ev="-13.80 / -13.96"
Ru 0.099 -0.456 -0.415 0.35 -0.45 -0.30
O 1.093 6.395 2.720 -0.02 0.03 0.05
N 1.601 5.734 1.849 -0.03 0.00 -0.03
O 2.491 6.106 1.118 0.06 -0.04 -0.06
C 1.076 4.347 1.668 0.02 -0.02 -0.01
C 0.110 3.987 2.533 0.01 0.01 0.00
C -0.470 2.684 2.485 0.03 -0.04 0.04
C -1.437 2.237 3.402 0.00 -0.03 0.01
C -1.886 0.942 3.318 0.06 0.01 0.06
C -1.398 0.123 2.299 0.10 -0.04 0.06
N -0.525 0.541 1.395 -0.68 -0.03 -0.24
C -0.044 1.798 1.498 0.18 -0.01 0.02
C 0.976 2.186 0.564 -0.03 0.10 -0.03
N 1.325 1.252 -0.368 -0.07 -0.57 0.44
C 2.281 1.548 -1.236 0.06 -0.06 -0.05
C 2.939 2.773 -1.220 0.02 0.05 0.02
C 2.598 3.729 -0.298 -0.01 0.00 0.02
C 1.576 3.456 0.637 -0.06 -0.03 -0.01
H -0.218 4.698 3.280 0.00 0.00 0.00
H -1.799 2.906 4.172 -0.01 0.00 -0.01
H -2.608 0.549 4.019 0.01 0.00 0.01
H -1.720 -0.908 2.216 -0.08 0.03 -0.06
H 2.530 0.795 -1.968 0.03 -0.01 0.02
H 3.722 2.960 -1.941 -0.01 0.00 -0.01
H 3.105 4.677 -0.284 0.01 0.05 0.00
C -3.257 0.509 -0.337 0.04 0.01 -0.02
C -2.944 -0.343 -1.526 0.12 0.00 -0.03
C -4.013 -0.687 -2.374 -0.05 -0.02 -0.02
C -3.792 -1.417 -3.502 0.02 0.00 -0.01
C -2.476 -1.810 -3.818 0.01 0.03 0.06
C -2.164 -2.525 -4.998 -0.01 -0.02 -0.04
C -0.873 -2.875 -5.285 -0.01 -0.01 -0.04
C 0.152 -2.529 -4.397 0.10 -0.01 0.03
C -0.124 -1.841 -3.230 -0.18 -0.01 -0.02
S 1.126 -1.427 -2.121 -0.09 0.11 0.07
C -1.452 -1.457 -2.920 0.09 0.03 0.15
N -1.686 -0.739 -1.760 -0.50 0.22 -0.13
H -4.158 1.089 -0.524 -0.01 -0.01 0.01
H -2.444 1.194 -0.115 0.02 0.01 0.00
H -3.446 -0.115 0.538 0.00 0.00 0.01
H -5.006 -0.348 -2.119 0.01 0.00 0.00
H -4.607 -1.681 -4.164 0.01 0.00 0.00
H -2.968 -2.782 -5.675 0.00 -0.01 0.01
H -0.639 -3.415 -6.192 0.01 0.00 0.01
H 1.178 -2.801 -4.616 -0.01 -0.01 -0.01
N 3.166 -4.298 3.374 0.01 0.00 -0.01
C 2.514 -3.454 2.565 -0.01 0.00 -0.02
C 2.865 -2.090 2.480 -0.03 -0.02 0.01
C 2.163 -1.266 1.645 -0.01 -0.11 0.04
N 1.135 -1.687 0.880 0.67 0.95 0.04
C 0.805 -2.986 0.946 -0.14 -0.06 -0.06
C 1.443 -3.883 1.756 0.01 -0.02 0.04
H 3.943 -3.991 3.933 0.00 0.00 0.00
H 2.923 -5.272 3.417 0.00 0.00 0.00
H 3.683 -1.690 3.063 -0.01 0.00 0.00
H 2.422 -0.219 1.567 0.01 0.01 0.00
H -0.011 -3.307 0.308 0.02 -0.01 0.00
H 1.124 -4.916 1.759 0.00 0.00 0.01